The following is a quantum chemistry calculation of a structure of composition C32H46BrN3NiP2S, from the Open Molecules 2025 dataset.

## Properties
LUMO energy (alpha / beta) = -7.16 / -9.10 eV
Spin multiplicity = 3
Gap between HOMO and LUMO (alpha / beta) = 5.33 / 3.76 eV
Highest occupied orbital energy (alpha / beta) = -12.5 / -12.9 eV
Net charge = +2

XYZ file:
```
86
C32H46BrN3NiP2S wB97M-V/def2-TZVPD
N -5.303 -1.320 3.595
C -4.228 -0.674 4.036
C -3.473 0.127 3.207
C -3.921 0.313 1.892
C -5.125 -0.273 1.456
C -5.746 -1.146 2.346
C -3.079 0.956 0.955
Ni 0.484 -0.883 -2.032
P 2.072 0.214 -1.152
C -3.336 1.022 -0.386
C -2.690 1.912 -1.313
C -2.551 1.619 -2.697
C -1.432 2.113 -3.370
C -0.526 2.892 -2.655
C -0.772 3.373 -1.367
C -1.943 2.965 -0.744
Br 1.096 3.349 -3.569
H -2.129 1.352 1.350
H -3.649 0.066 -0.816
H -2.505 0.488 3.501
H -5.460 -0.192 0.425
H -3.942 -0.824 5.068
H -6.623 -1.721 2.028
H -3.325 1.032 -3.199
H -2.303 3.371 0.200
H -1.227 1.883 -4.417
H -0.067 4.034 -0.886
P -0.597 -2.235 -0.669
C 2.514 1.802 -0.372
C 3.347 2.670 -1.277
H 3.016 1.639 0.590
H 1.556 2.286 -0.132
H 3.602 3.624 -0.817
H 4.255 2.203 -1.653
H 2.723 2.934 -2.131
C 1.869 0.243 -3.066
C 3.109 0.232 -3.963
H 1.305 1.139 -3.375
H 1.222 -0.617 -3.437
H 2.806 0.462 -4.994
H 3.827 1.009 -3.693
H 3.621 -0.732 -4.014
C 3.479 -0.929 -0.833
C 4.838 -0.388 -1.193
H 3.291 -1.883 -1.333
H 3.399 -1.126 0.245
H 5.588 -1.159 -1.029
H 4.914 -0.104 -2.239
H 5.104 0.458 -0.567
C 0.277 -3.761 -0.085
C 1.807 -3.739 0.007
H -0.037 -4.553 -0.791
H -0.129 -3.965 0.916
H 2.136 -4.696 0.429
H 2.291 -3.651 -0.974
H 2.174 -2.944 0.665
C -0.611 -2.568 -2.529
C -1.751 -1.927 -3.295
H -0.589 -3.658 -2.628
H 0.393 -2.232 -2.937
H -1.690 -2.223 -4.348
H -2.708 -2.261 -2.891
H -1.715 -0.827 -3.253
C -2.345 -2.649 -0.149
C -2.539 -3.097 1.305
H -2.712 -3.420 -0.847
H -2.940 -1.740 -0.310
H -3.604 -3.296 1.481
H -1.990 -4.016 1.532
H -2.239 -2.328 2.030
N 1.319 -1.840 2.714
C 1.435 -0.503 2.974
N 0.711 0.425 2.406
C 1.025 1.659 2.936
C 0.468 2.880 2.562
C 0.714 4.016 3.327
C 1.624 3.970 4.389
C 2.375 2.810 4.618
C 2.018 1.638 3.951
S 2.581 0.005 4.200
H 1.793 -2.412 3.399
H 0.354 -2.116 2.579
H -0.174 2.873 1.689
H 0.205 4.948 3.096
H 1.760 4.835 5.029
H 3.227 2.788 5.298
```



The following is a quantum chemistry calculation of an isolated molecule of C28H25BF3N3, from the Open Molecules 2025 dataset.

## Properties
LUMO energy = -0.14 eV
Spin multiplicity = 1
Gap between HOMO and LUMO = 7.37 eV
Highest occupied orbital energy = -7.5 eV
Energy above the lowest of the compared OMol25 structures with the same formula, charge and spin = 0.0000 eV

XYZ file:
```
60
C28H25BF3N3 wB97M-V/def2-TZVPD
C 2.629 3.482 1.898
N 1.970 2.596 0.968
C 0.706 2.138 1.038
B -0.330 2.927 2.117
F -1.608 2.449 1.801
F 0.057 2.593 3.421
F -0.161 4.289 1.822
C 0.367 1.475 -0.312
C 1.686 1.581 -1.041
C 2.616 2.201 -0.214
C 3.963 2.333 -0.541
C 4.375 1.800 -1.767
C 3.446 1.201 -2.630
C 2.094 1.073 -2.267
H 3.700 3.270 1.903
H 2.506 4.531 1.597
H 2.212 3.370 2.899
H -0.382 2.083 -0.811
H 4.646 2.803 0.165
H 5.424 1.860 -2.060
H 3.772 0.821 -3.597
H 1.371 0.589 -2.925
C 2.899 -2.621 2.735
N 1.689 -1.912 2.367
C 1.644 -0.933 1.402
C 0.320 -0.633 1.085
C -0.054 0.076 -0.215
C -1.376 -0.317 -0.817
C -1.755 -1.654 -0.967
N -2.761 -1.757 -1.887
C -3.382 -3.003 -2.297
C -3.043 -0.492 -2.413
C -2.176 0.447 -1.770
C -2.135 1.744 -2.277
C -2.754 2.015 -3.505
C -3.552 1.057 -4.145
C -3.743 -0.210 -3.574
C -0.505 -1.380 2.007
C 0.379 -2.232 2.749
C -0.070 -3.366 3.412
C -1.451 -3.622 3.389
C -2.344 -2.708 2.808
C -1.879 -1.575 2.131
H 2.728 -3.188 3.655
H 3.212 -3.311 1.934
H 3.704 -1.896 2.898
H 2.559 -0.559 0.948
H 0.620 -0.431 -0.927
H -1.362 -2.537 -0.470
H -4.227 -2.774 -2.954
H -2.660 -3.647 -2.824
H -3.747 -3.558 -1.419
H -1.637 2.539 -1.727
H -2.618 2.997 -3.956
H -4.036 1.298 -5.087
H -4.380 -0.974 -4.025
H 0.636 -4.035 3.907
H -1.831 -4.542 3.831
H -3.415 -2.911 2.860
H -2.556 -0.858 1.673
```



The following is a quantum chemistry calculation of a cluster of 2 separate species, C22H33N4O2 in total, from the Open Molecules 2025 dataset.

## Properties
LUMO energy = -2.37 eV
Spin multiplicity = 1
Gap between HOMO and LUMO = 8.74 eV
Highest occupied orbital energy = -11.1 eV
Energy above the lowest of the compared OMol25 structures with the same formula, charge and spin = 0.0000 eV
Net charge = +1

XYZ file:
```
61
C22H33N4O2 wB97M-V/def2-TZVPD
C -1.827 -0.315 0.934
O -0.593 0.336 1.200
C 0.020 0.962 0.092
C -0.120 2.499 0.088
C -1.389 3.026 0.783
C -2.239 3.977 -0.085
C -3.105 3.195 -1.031
C -2.676 2.832 -2.284
C -3.462 2.034 -3.142
C -4.690 1.583 -2.746
C -5.165 1.925 -1.468
N -6.378 1.442 -1.059
C -6.732 1.775 0.121
O -7.989 1.305 0.569
C -7.893 0.368 1.471
N -7.819 -0.456 2.271
C -5.985 2.604 1.002
N -4.829 3.069 0.638
C -4.381 2.740 -0.609
H -1.740 -1.389 1.112
H -2.172 -0.152 -0.090
H -2.591 0.080 1.608
H -0.356 0.555 -0.853
H 1.088 0.712 0.135
H 0.755 2.934 0.572
H -0.105 2.830 -0.952
H -1.117 3.536 1.706
H -2.033 2.190 1.048
H -2.862 4.574 0.576
H -1.605 4.663 -0.651
H -1.717 3.189 -2.643
H -3.101 1.780 -4.129
H -5.309 0.968 -3.386
H -6.378 2.851 1.982
C 5.868 -1.249 -0.967
C 5.058 -2.473 -1.389
C 3.555 -2.420 -1.160
N 3.034 -2.598 0.251
C 1.552 -2.777 0.141
C 3.646 -3.787 0.955
C 4.809 -3.236 1.758
C 4.318 -1.857 2.217
C 3.323 -1.396 1.146
H 5.807 -1.035 0.099
H 6.921 -1.407 -1.196
H 5.544 -0.361 -1.512
H 5.481 -3.385 -0.965
H 5.166 -2.594 -2.469
H 3.084 -3.216 -1.736
H 3.143 -1.470 -1.501
H 1.344 -3.678 -0.429
H 1.140 -1.901 -0.355
H 1.141 -2.862 1.143
H 2.879 -4.189 1.614
H 3.907 -4.540 0.215
H 5.706 -3.148 1.150
H 5.052 -3.888 2.594
H 5.138 -1.153 2.334
H 3.816 -1.927 3.180
H 3.686 -0.588 0.518
H 2.378 -1.085 1.584
```



The following is a quantum chemistry calculation of a cluster of 2 separate species, C3H12N2O2 in total, from the Open Molecules 2025 dataset.

## Properties
LUMO energy = 0.86 eV
Spin multiplicity = 1
Gap between HOMO and LUMO = 10.16 eV
Structure (SMILES) = NC[C@H](N)CO.O
Highest occupied orbital energy = -9.3 eV
Energy above the lowest of the compared OMol25 structures with the same formula, charge and spin = 1.1051 eV

XYZ file:
```
19
C3H12N2O2 wB97M-V/def2-TZVPD
N 0.059 -1.688 0.395
C -0.674 -0.587 1.026
C -0.095 0.755 0.577
N -0.257 1.747 1.637
C -0.522 1.163 -0.829
O 0.535 1.139 -1.753
H 1.043 -1.735 0.622
H -0.352 -2.575 0.647
H -1.724 -0.695 0.743
H -0.597 -0.648 2.112
H 0.962 0.587 0.488
H -1.114 2.251 1.555
H 0.472 2.443 1.671
H -0.904 2.177 -0.814
H -1.363 0.571 -1.189
H 0.654 0.243 -2.089
O 1.166 -1.787 -1.955
H 0.629 -1.714 -1.143
H 2.083 -1.647 -1.702
```



The following is a quantum chemistry calculation of a structure of composition C3H5NO2, from the Open Molecules 2025 dataset.

## Properties
LUMO energy (alpha / beta) = -1.53 / -0.88 eV
Spin multiplicity = 1
Gap between HOMO and LUMO (alpha / beta) = 7.47 / 7.90 eV
Highest occupied orbital energy (alpha / beta) = -9.0 / -8.8 eV
Energy above the lowest of the compared OMol25 structures with the same formula, charge and spin = 9.8521 eV

XYZ file:
```
11
C3H5NO2 wB97M-V/def2-TZVPD
C 1.618 0.073 0.237
C 1.265 -0.561 -0.797
C -1.021 0.501 -1.134
O -0.795 0.665 1.416
O -1.074 -0.671 1.812
N -0.034 -0.024 -1.619
H -0.186 -1.034 1.955
H 1.554 0.863 0.951
H 1.649 -1.429 -1.302
H -1.804 0.945 -1.745
H -1.172 0.672 0.228
```



The following is a quantum chemistry calculation of the ion CH4NO with charge +1, from the Open Molecules 2025 dataset.

## Properties
LUMO energy (alpha / beta) = -8.80 / -8.80 eV
Spin multiplicity = 1
Gap between HOMO and LUMO (alpha / beta) = 9.65 / 9.65 eV
Highest occupied orbital energy (alpha / beta) = -18.5 / -18.5 eV
Energy above the lowest of the compared OMol25 structures with the same formula, charge and spin = 4.9599 eV
Net charge = +1

XYZ file:
```
7
CH4NO wB97M-V/def2-TZVPD
C -0.529 0.037 0.011
N 1.845 0.280 -0.120
O 0.770 -0.357 0.052
H -0.986 -0.940 -0.471
H -1.076 0.207 0.926
H -0.706 1.087 -0.580
H 2.600 -0.465 -0.233
```